189
Properties=species:S:1:pos:R:3:forces:R:3 method="wB97M-V/def2-TZVPD" fmax_ha_per_bohr=0.0591 orbital_gap_ha=0.3752 total_charge=0
C -3.050 -5.011 -0.786 0.786 0.068 -0.290
C -4.406 -5.517 -0.383 -0.874 -0.703 1.090
C -5.443 -4.555 -0.928 0.307 -0.281 -0.926
S -4.690 -2.941 -0.919 0.444 0.715 -0.178
O -5.212 -2.174 0.168 -0.322 0.101 1.148
O -4.755 -2.274 -2.189 0.147 -0.405 -1.014
C -3.032 -3.516 -0.524 -0.482 0.214 -0.051
H -2.821 -5.182 -1.854 -0.202 -0.176 0.472
H -2.282 -5.452 -0.159 0.199 -0.305 -0.274
H -4.440 -5.598 0.703 0.039 0.530 0.197
H -4.648 -6.553 -0.646 0.284 0.203 -0.527
H -6.394 -4.467 -0.433 -0.305 -0.135 0.267
H -5.567 -4.826 -1.974 -0.372 0.248 -0.216
H -3.025 -3.264 0.532 0.567 -0.107 0.215
H -2.261 -2.978 -1.076 -0.254 0.189 0.147
C 4.723 -0.040 -1.688 -1.036 0.079 -1.183
C 3.288 0.637 -1.816 1.341 0.305 -0.218
C 3.500 1.768 -2.845 -0.706 -0.375 0.421
S 5.191 2.274 -2.781 -0.102 1.468 -1.186
O 5.343 3.688 -2.513 -0.228 -0.241 1.480
O 5.806 1.932 -4.020 0.726 -1.292 -1.287
C 5.674 1.129 -1.546 -0.426 0.249 0.927
H 4.962 -0.579 -2.620 -0.160 -0.106 0.416
H 4.826 -0.676 -0.819 -0.190 -0.283 0.076
H 2.997 0.998 -0.830 -0.084 0.092 -0.035
H 2.480 0.069 -2.258 0.063 -0.794 0.384
H 2.860 2.629 -2.697 -0.083 0.165 0.064
H 3.331 1.325 -3.828 0.195 0.269 -0.095
H 5.394 1.588 -0.608 0.372 0.364 0.527
H 6.730 0.921 -1.605 0.300 -0.030 -0.069
C 1.343 -0.379 -8.247 -0.389 -0.887 0.099
C 1.629 -1.885 -7.868 0.036 0.451 -0.099
C 0.575 -2.207 -6.836 -0.279 0.375 0.325
S 0.718 -0.850 -5.709 0.365 -0.430 -0.272
O 1.943 -1.055 -4.981 0.686 0.285 -0.041
O -0.447 -0.649 -4.922 -1.445 0.265 0.591
C 0.918 0.395 -6.972 0.349 -0.212 0.010
H 0.504 -0.432 -8.948 0.069 0.383 0.075
H 2.165 0.130 -8.726 0.275 -0.122 -0.198
H 2.604 -1.987 -7.419 0.391 0.004 0.186
H 1.582 -2.617 -8.680 -0.061 0.554 -0.201
H 0.744 -3.077 -6.215 -0.067 -0.428 -0.185
H -0.433 -2.147 -7.252 -0.009 -0.314 0.057
H 1.689 1.031 -6.542 0.143 0.215 -0.322
H -0.001 0.964 -7.094 -0.023 -0.108 0.130
C 6.478 -1.080 3.752 -0.507 -0.409 -0.934
C 5.899 -2.016 2.622 -0.574 0.227 0.803
C 4.384 -2.064 2.988 1.501 1.008 0.426
S 4.037 -0.288 3.139 0.181 -0.484 -0.330
O 3.031 0.018 4.100 -0.599 -0.213 0.833
O 3.853 0.214 1.810 -0.045 0.345 -1.306
C 5.656 0.215 3.701 -0.342 -0.849 -0.131
H 7.502 -0.798 3.570 0.499 -0.326 0.153
H 6.358 -1.607 4.716 0.238 0.385 -0.355
H 6.334 -3.018 2.618 0.006 0.190 0.086
H 6.004 -1.579 1.633 0.223 0.106 -0.119
H 4.374 -2.439 4.012 -0.719 -0.417 -0.155
H 3.717 -2.512 2.266 -0.157 -0.152 0.110
H 5.454 0.621 4.673 0.311 0.711 0.382
H 6.022 0.925 2.952 -0.054 0.011 0.460
C -2.558 3.965 -0.397 0.317 -0.238 -1.400
O -2.492 3.958 -1.883 0.465 -0.042 0.908
P -3.732 3.547 -2.763 -2.282 0.054 2.006
O -3.467 3.479 -4.177 0.690 -0.091 -1.291
O -4.392 2.277 -2.067 0.561 1.280 -0.014
C -4.211 0.889 -2.374 -0.182 0.262 -0.031
O -4.867 4.627 -2.319 0.499 -0.400 -0.347
C -4.675 5.979 -2.765 -0.149 -0.304 -0.217
H -2.908 2.990 -0.058 0.020 0.171 0.111
H -3.196 4.773 -0.059 -0.167 0.006 0.006
H -1.524 4.145 -0.115 -0.051 -0.056 0.278
H -3.871 0.416 -1.452 -0.084 -0.237 -0.199
H -3.505 0.723 -3.188 -0.025 0.081 0.026
H -5.206 0.569 -2.661 0.120 -0.584 0.020
H -5.506 6.585 -2.414 -0.175 -0.227 0.032
H -4.636 6.020 -3.862 0.113 0.017 0.305
H -3.776 6.384 -2.318 0.400 0.145 -0.069
C 2.187 -7.958 -2.002 0.346 1.411 0.457
O 2.464 -6.480 -1.835 -1.063 -1.130 -0.350
P 1.235 -5.443 -1.806 1.161 -1.627 1.127
O 0.251 -5.721 -0.736 0.068 0.500 -0.551
O 2.068 -4.119 -1.699 -0.207 0.532 0.243
C 1.374 -2.846 -1.619 0.195 -0.189 0.354
O 0.681 -5.541 -3.272 -0.583 0.565 -0.523
C -0.532 -4.838 -3.645 0.005 -0.927 -0.471
H 1.121 -8.202 -1.973 0.113 0.330 0.052
H 2.703 -8.468 -1.180 -0.151 0.258 -0.262
H 2.607 -8.257 -2.958 0.022 0.088 -0.004
H 0.584 -2.854 -0.859 0.013 -0.184 -0.322
H 1.036 -2.562 -2.601 -0.457 0.040 -0.349
H 2.095 -2.103 -1.328 0.401 0.122 0.234
H -0.330 -3.996 -4.288 0.517 0.612 0.224
H -1.122 -4.545 -2.770 0.107 -0.203 -0.332
H -1.033 -5.530 -4.326 -0.446 -0.020 0.556
C 1.588 2.900 5.178 0.307 -0.485 -0.949
O 2.590 3.052 4.122 -1.123 0.220 0.355
P 3.913 3.839 4.349 0.140 -0.085 -1.619
O 4.686 3.494 5.512 0.910 -0.289 1.675
O 4.723 3.497 3.029 0.202 -0.113 0.300
C 4.144 3.675 1.720 0.312 -0.005 0.990
O 3.532 5.371 4.202 0.564 0.650 -0.052
C 4.669 6.302 4.092 -1.082 -0.339 -0.702
H 1.033 2.023 4.883 -0.130 -0.329 -0.070
H 0.884 3.737 5.125 0.470 0.100 0.511
H 2.087 2.661 6.120 -0.202 0.586 0.004
H 3.598 2.751 1.511 -0.225 0.529 -0.346
H 5.008 3.788 1.091 0.172 -0.050 -0.667
H 3.589 4.614 1.734 -0.487 -0.346 -0.440
H 5.481 6.024 4.759 -0.101 0.098 0.059
H 4.241 7.278 4.271 0.092 0.169 0.554
H 4.989 6.344 3.044 0.182 -0.390 0.200
C -0.802 -8.466 0.831 -0.593 0.193 1.857
O -1.350 -8.513 2.253 1.039 -0.608 -2.262
P -2.442 -7.523 2.733 -0.359 1.898 0.123
O -2.662 -7.662 4.163 -0.319 -0.210 0.729
O -1.981 -6.049 2.273 -0.037 -0.499 -0.011
C -0.721 -5.478 2.751 -1.575 -1.558 0.100
O -3.714 -7.642 1.803 -0.261 -0.450 0.420
C -5.063 -7.935 2.344 1.320 0.648 -1.711
H -1.615 -8.304 0.110 0.272 -0.068 0.296
H -0.343 -9.448 0.735 0.011 0.204 -0.243
H -0.077 -7.644 0.817 -0.210 -0.319 -0.299
H -0.355 -6.110 3.557 0.398 -0.020 0.024
H -1.010 -4.536 3.175 0.358 0.770 -0.176
H -0.105 -5.506 1.873 0.754 0.643 -0.085
H -5.336 -8.813 1.776 -0.381 -0.509 0.558
H -5.654 -7.116 1.941 -0.298 0.087 0.517
H -5.042 -8.000 3.421 -0.104 -0.168 0.124
C -4.685 0.956 1.864 -1.068 0.496 0.546
O -5.445 2.120 2.307 -1.115 0.270 0.804
P -6.360 2.001 3.604 0.123 -0.057 -0.059
O -5.715 1.334 4.744 -0.201 -0.034 -0.073
O -6.791 3.519 3.927 -0.003 -0.725 -0.276
C -5.844 4.382 4.601 -0.640 -0.283 -0.307
O -7.691 1.281 3.052 0.584 0.711 0.622
C -8.707 0.817 3.993 0.786 0.740 -0.732
H -4.532 1.240 0.837 0.937 -0.446 -0.274
H -5.297 0.055 1.901 0.019 0.020 -0.037
H -3.862 0.870 2.564 0.521 -0.169 -0.572
H -6.390 5.263 4.889 -0.283 0.586 -0.496
H -5.050 4.602 3.878 0.137 0.015 0.653
H -5.570 3.986 5.573 0.691 -0.618 -0.252
H -8.261 0.163 4.723 0.128 -0.155 0.305
H -9.394 0.287 3.362 -0.454 -0.254 -0.043
H -9.179 1.685 4.450 -0.070 -0.123 0.106
C 4.593 6.863 -1.040 -1.493 -0.481 -0.201
O 3.304 7.063 -1.776 1.646 -0.158 0.669
P 2.227 5.937 -1.672 -1.754 0.723 -0.760
O 1.946 5.332 -0.365 0.375 -0.330 -0.069
O 2.580 4.872 -2.786 0.155 0.030 0.099
C 3.225 5.132 -4.088 -0.482 -0.606 1.978
O 0.983 6.792 -2.258 1.262 -0.576 0.148
C -0.287 6.122 -2.421 1.393 0.162 0.097
H 5.112 5.940 -1.333 -0.206 0.354 -0.384
H 4.350 6.752 0.021 0.119 0.385 -0.126
H 5.119 7.764 -1.289 0.519 0.168 0.198
H 3.302 4.106 -4.407 0.002 0.009 -1.060
H 4.234 5.490 -3.919 -0.071 0.372 -0.104
H 2.563 5.782 -4.639 0.132 0.055 -0.500
H -0.688 5.994 -1.439 -0.733 0.069 0.489
H -0.126 5.127 -2.839 -0.311 0.153 -0.392
H -0.811 6.826 -3.049 -0.679 -0.392 -0.138
C -0.563 1.009 -1.862 1.592 -0.298 -1.335
O 0.070 0.145 -0.928 0.612 -0.236 -0.166
P -0.437 -0.016 0.538 -0.014 -0.221 1.309
O -1.737 -0.676 0.690 -0.070 0.142 0.102
O -0.361 1.436 1.177 0.529 0.206 -0.410
C 0.953 2.148 1.016 -1.601 -0.943 0.264
O 0.797 -0.801 1.177 -0.398 0.083 -0.308
C 0.641 -2.012 1.950 -0.006 0.563 -0.324
H -1.025 0.386 -2.605 -1.038 -0.147 -0.014
H 0.272 1.413 -2.458 -0.248 0.513 0.413
H -1.155 1.788 -1.421 -0.383 0.190 0.164
H 0.918 2.935 1.750 0.209 0.234 0.127
H 1.002 2.536 0.008 0.155 0.192 -0.187
H 1.699 1.398 1.226 0.590 0.140 0.090
H 0.666 -1.751 3.003 0.426 -0.036 0.089
H 1.494 -2.633 1.634 -0.593 -0.138 0.334
H -0.348 -2.445 1.780 0.274 -0.242 -0.328
C -0.789 -2.680 5.880 0.347 0.329 -0.122
Cl -1.289 -2.392 7.553 -0.266 0.201 -0.526
Cl 0.990 -2.443 5.797 -0.626 -0.121 -0.243
Cl -1.628 -1.740 4.607 0.181 0.057 0.770
H -1.048 -3.690 5.631 0.266 -0.473 0.145
C -1.463 6.036 3.298 -0.081 -0.457 1.021
Cl -1.461 4.280 3.154 0.167 -0.427 -0.262
Cl -2.170 6.786 1.921 -0.469 0.440 -0.732
Cl 0.135 6.672 3.609 0.393 -0.015 0.089
H -2.074 6.204 4.180 0.017 0.387 -0.150

9
Properties=species:S:1:pos:R:3:forces:R:3 method="wB97M-V/def2-TZVPD" de_lowest_ev=2.108 fmax_ha_per_bohr=0.0723 orbital_gap_ha=0.2902 total_charge=0
C 0.234 -1.378 -1.777 -0.962 0.956 3.004
C 0.111 0.165 -0.056 0.907 0.804 -0.429
C -0.394 0.659 1.495 0.215 -2.988 -2.200
O -0.312 -2.388 -1.825 0.000 -0.459 -0.455
O 0.657 1.043 -0.633 -0.221 0.027 0.561
F 0.314 0.113 2.476 0.095 -0.216 -0.038
F -1.649 0.204 1.555 -0.286 0.578 0.595
F -0.302 1.939 1.587 -0.384 1.220 0.082
Br 1.343 -0.358 -2.821 0.636 0.079 -1.122

For the records above, the corresponding HOMO values read -10.05; -8.88 eV.
For the records above, the corresponding lowest unoccupied orbital energy values read 0.2; -1.0 eV.
For the records above, the corresponding E_tot values read -10996.791690; -3138.298064 Eh.